1.
Formula: C22H40BiN8O5P2S2Se2Te2
Source: OMol25
Level of theory: ωB97M-V/def2-TZVPD

```
84
Properties=species:S:1:pos:R:3:lowdin_spin:R:1
Bi 1.17709 -0.87678 -2.40530 0.007
Te 3.32214 -4.01569 -4.04590 0.008
Te 0.77357 -4.59103 -4.63485 0.000
Se -0.04829 -3.63981 -2.45703 0.005
Se 3.11698 -1.52350 -4.16214 0.032
S 2.69471 -2.71607 -0.25526 0.000
S 2.83650 0.65673 -0.07916 -0.001
P 3.55324 -1.09273 0.48866 0.000
P -1.99538 -1.67658 0.68116 0.000
O -2.98730 -0.98023 1.53894 0.000
O 5.13531 -1.06526 0.26426 0.000
O 3.38350 -1.23800 2.10597 0.000
O -0.55299 0.97444 2.41520 0.000
O -1.24795 -1.01843 -0.44886 -0.001
N -2.24173 2.34629 2.94803 0.000
N -2.93280 -2.64030 -1.63643 0.000
N 1.11035 2.93980 -4.68250 0.106
N 1.74396 1.22217 -3.40995 0.132
N -1.17464 0.95261 -5.67545 0.127
N -0.84470 1.90409 -1.62313 0.002
N 0.46355 -1.39195 1.66044 0.000
N -0.28767 -0.44346 -4.14009 0.150
C -3.20563 1.66743 -1.30927 0.000
C -1.47730 1.71069 2.04204 0.000
C 5.91576 -2.26784 0.11729 0.000
C -1.77092 1.84252 0.58549 0.000
C 2.17806 3.36360 -3.88328 0.059
C -0.63994 -2.38551 1.71339 0.000
C 2.80885 0.33997 3.83057 0.000
C 2.55893 2.30016 -3.14118 0.008
C 6.10896 -2.98606 1.43490 0.000
C -2.01192 2.02354 4.35804 0.000
C -3.04706 1.69586 0.06406 0.000
C -0.15665 0.77718 -4.74153 0.179
C -2.64879 0.69835 4.75148 0.000
C -4.60411 3.11622 3.03346 0.000
C 0.84363 1.64036 -4.32682 0.105
C -2.85107 -3.07656 -0.19953 0.000
C -2.07684 1.76820 -2.10963 0.001
C 3.91616 -0.19862 2.95435 0.000
C -1.87266 -0.27162 -5.71431 0.053
C -3.16560 3.43588 2.65501 0.000
C -0.70525 1.93470 -0.30183 0.001
C -1.33179 -1.07837 -4.77868 0.002
H -2.68095 -0.43792 -6.40358 0.004
H -4.70197 2.94228 4.10550 0.000
H 5.42791 -2.91260 -0.61540 0.000
H 6.86537 -1.92817 -0.29269 0.000
H -0.25997 -3.31997 1.29728 0.000
H -1.59497 -2.09341 -4.52820 -0.002
H 0.43650 3.55782 -5.09754 0.007
H -5.25222 3.95328 2.77169 0.000
H 2.03075 0.80534 3.22261 0.000
H 0.85996 -1.39238 0.71078 0.000
H -2.31246 -0.09378 4.08316 0.000
H 4.33996 0.59646 2.33804 0.000
H -4.96031 2.22408 2.51767 0.000
H 4.71764 -0.64532 3.54528 0.000
H 3.37226 2.22348 -2.44058 -0.001
H 5.15587 -3.34206 1.82546 0.000
H 6.56856 -2.32510 2.17153 0.000
H -1.00474 1.46820 -6.52510 0.011
H -3.73562 0.74881 4.67981 0.000
H -2.15788 -3.12387 -2.18513 0.000
H -2.29008 -4.00982 -0.17587 0.000
H -3.83464 -2.81734 -2.06604 0.000
H -0.95122 -2.52996 2.74520 0.000
H 0.30856 2.00011 0.07895 0.000
H -2.66431 -1.64404 -1.68999 0.000
H -2.82713 4.31661 3.20981 0.000
H 2.58611 4.35488 -3.96051 0.004
H -3.89301 1.54744 0.72103 0.000
H -2.38093 0.43918 5.77651 0.000
H 0.12720 -0.42476 1.87742 0.000
H -0.93700 1.99518 4.53232 0.000
H -3.85213 -3.22821 0.19417 0.000
H -2.42395 2.84436 4.94688 0.000
H 3.20412 1.09225 4.51533 0.000
H -2.16032 1.72347 -3.19145 0.000
H 2.36757 -0.46028 4.42860 0.000
H -3.08899 3.68329 1.60010 0.000
H 6.76354 -3.84695 1.28921 0.000
H -4.18422 1.54967 -1.75636 0.000
H 1.25485 -1.62669 2.26347 0.000
```

The expectation value of S² is 0.76. As for the charge: 0. The spin multiplicity is 2. The calculation puts the LUMO energy (alpha / beta) at 0.07 / 0.06 eV. Its HOMO energy (alpha / beta) is -4.730 / -6.645 eV.

=====

2.
Formula: C2H4NO3
Source: OMol25
Level of theory: ωB97M-V/def2-TZVPD

```
10
Properties=species:S:1:pos:R:3:nbo_charge:R:1
O 2.76277 1.31402 -0.06733 -0.028
O 1.28069 -1.73552 0.40817 -0.529
O -0.01313 0.49898 -0.21266 -0.587
N 2.58779 0.11966 -0.23050 0.204
C 1.69379 -0.78352 -0.39736 0.475
C -0.43040 1.54840 0.25602 0.339
H 1.39358 -1.53618 1.36581 0.529
H 0.01443 2.52356 0.01906 0.160
H 1.65493 -1.21761 -1.37136 0.277
H -1.31202 1.43898 0.89280 0.161
```

As for the charge: +1. The calculation puts the LUMO energy at -7.70 eV. Its HOMO energy is -15.336 eV.

=====

3.
Formula: C4H6OS
Source: OMol25
Level of theory: ωB97M-V/def2-TZVPD

```
12
Properties=species:S:1:pos:R:3:nbo_charge:R:1
S 0.03438 1.18299 0.21797 0.345
O 1.67684 -1.40365 -0.03973 -0.482
C 2.05574 -0.32881 0.35723 0.389
C -1.96564 -0.70712 0.04899 -0.762
C 1.81839 0.92684 -0.30768 -0.622
C -0.55745 -0.30504 -0.26516 -0.165
H -2.31533 -1.55221 -0.63885 0.234
H 2.48192 1.75046 -0.10800 0.236
H 2.54683 -0.08493 1.32978 0.101
H -2.64309 0.06797 0.15960 0.218
H -2.12686 -0.96246 1.05990 0.266
H 1.81489 0.84493 -1.35693 0.241
```

As for the charge: 0. The calculation puts the LUMO energy at -0.02 eV. Its HOMO energy is -7.886 eV.

=====

4.
Formula: ClK
Source: OMol25
Level of theory: ωB97M-V/def2-TZVPD

```
2
Properties=species:S:1:pos:R:3:mulliken_charge:R:1
K -1.30260 0.45571 -0.34123 0.883
Cl 1.30260 -0.45571 0.34123 -0.883
```

As for the charge: 0. The calculation puts the LUMO energy at -0.95 eV. Its HOMO energy is -8.161 eV.

=====

5.
Formula: C6H9I2N3O
Source: OMol25
Level of theory: ωB97M-V/def2-TZVPD

```
21
Properties=species:S:1:pos:R:3:lowdin_spin:R:1
I -5.98182 0.57568 0.01870 0.877
I -1.31343 -2.68482 -0.04604 0.129
O 1.16610 -0.06324 -2.33901 0.004
N 1.64550 -0.86700 0.00872 0.000
N -3.38671 0.24886 -1.36751 0.016
N -3.16760 -0.25224 0.80874 0.315
C 0.73114 0.71688 -1.54786 0.004
C -1.58403 -0.53843 -0.06745 0.019
C 0.84959 0.38833 -0.04296 0.000
C -3.97075 0.13797 -0.12646 0.356
C -0.53043 0.29914 0.64482 0.012
C -2.16126 -0.09520 -1.36224 0.248
H 1.15841 -1.66558 0.44840 0.001
H -1.61798 -0.10335 -2.29841 0.010
H 0.25437 1.66754 -1.80756 0.002
H 2.56346 -0.76505 0.46242 0.000
H -0.39388 -0.08010 1.66192 0.001
H -3.35626 -0.47068 1.77946 0.006
H 1.80100 -1.09658 -1.01724 0.000
H 1.40333 1.20104 0.44421 0.000
H -0.91535 1.31988 0.72393 0.001
```

The expectation value of S² is 2.02. As for the charge: +2. The spin multiplicity is 3. The calculation puts the LUMO energy (alpha / beta) at -7.56 / -12.01 eV. Its HOMO energy (alpha / beta) is -14.038 / -16.791 eV.

=====

6.
Formula: C4H7I
Source: OMol25
Level of theory: ωB97M-V/def2-TZVPD

```
12
Properties=species:S:1:pos:R:3:nbo_charge:R:1
I 1.15045 3.46151 0.58094 -0.011
C 0.24519 0.36689 -0.40010 -0.246
C 0.26656 1.33391 0.74827 -0.220
C 0.59247 -1.12490 -0.29356 -0.593
C -1.05086 0.95111 0.08632 -0.438
H -1.60114 0.36170 0.67661 0.205
H 1.60435 -1.21989 -0.40948 0.216
H -0.11628 -1.52482 -0.97616 0.223
H 0.61924 1.05986 1.67352 0.209
H 0.36041 -1.24557 0.79764 0.194
H 0.56860 0.56578 -1.46061 0.225
H -1.64793 1.71087 -0.38970 0.236
```

As for the charge: 0. The calculation puts the LUMO energy at 0.18 eV. Its HOMO energy is -9.213 eV. As for the SMILES: C[C@H]1C[C@@H]1I.

=====

7.
Formula: N2
Source: OMol25
Level of theory: ωB97M-V/def2-TZVPD

```
2
Properties=species:S:1:pos:R:3:nbo_charge:R:1
N 0.36676 -0.33729 0.22016 0.000
N -0.36676 0.33729 -0.22016 0.000
```

As for the charge: 0. The calculation puts the LUMO energy at 2.04 eV. Its HOMO energy is -14.817 eV. As for the SMILES: N#N.